Computed, not measured: a cluster of 17 separate species, C41H89Cl20N7O7 in total, with ωB97M-V/def2-TZVPD.

Output
Total charge: 0
Electronic energy: -11729.4167 Ha
F_max: 3.6 eV/Å
HOMO level: -9.4 eV
Gap between HOMO and LUMO: 9.649 eV
Relative energy (zero: lowest compared OMol25 entry of this formula, charge and spin): 0.279 eV

Geometry (Å):
Cl (-7.720, 2.352, 0.801)
C (-6.330, 3.393, 1.136)
C (-5.481, 3.384, -0.161)
Cl (-3.980, 4.402, 0.119)
H (-5.683, 3.009, 1.915)
H (-6.650, 4.432, 1.294)
H (-5.959, 3.765, -1.076)
H (-5.071, 2.419, -0.424)
Cl (-2.845, -1.408, -2.799)
C (-4.483, -1.601, -2.081)
C (-5.376, -0.509, -2.621)
Cl (-5.431, -0.468, -4.422)
H (-4.332, -1.621, -1.031)
H (-4.814, -2.621, -2.302)
H (-5.024, 0.470, -2.258)
H (-6.393, -0.705, -2.303)
Cl (0.484, -4.050, -2.498)
C (1.250, -5.587, -2.968)
C (1.847, -5.529, -4.403)
Cl (3.513, -4.920, -4.502)
H (0.426, -6.295, -2.894)
H (2.053, -5.906, -2.283)
H (1.177, -4.876, -4.963)
H (1.838, -6.556, -4.851)
Cl (-0.446, -1.333, -7.409)
C (0.947, -1.419, -6.336)
C (2.130, -1.914, -7.168)
Cl (1.848, -3.615, -7.631)
H (0.756, -2.211, -5.594)
H (1.156, -0.463, -5.841)
H (3.051, -1.854, -6.642)
H (2.176, -1.262, -8.079)
Cl (0.464, 1.493, -3.888)
C (2.055, 2.257, -4.260)
C (1.848, 3.200, -5.373)
Cl (0.697, 4.456, -4.987)
H (2.680, 1.385, -4.415)
H (2.392, 2.794, -3.374)
H (1.600, 2.666, -6.286)
H (2.724, 3.785, -5.486)
Cl (-4.394, -5.096, -4.118)
C (-3.844, -3.963, -5.263)
C (-2.316, -3.801, -5.265)
Cl (-1.508, -5.369, -5.484)
H (-4.327, -3.039, -4.985)
H (-4.177, -4.250, -6.266)
H (-1.949, -3.508, -4.233)
H (-2.007, -3.069, -6.072)
Cl (0.478, 5.317, -0.017)
C (0.034, 5.379, -1.754)
C (0.190, 6.739, -2.371)
Cl (1.885, 7.135, -2.521)
H (-1.069, 5.237, -1.805)
H (0.638, 4.646, -2.325)
H (-0.363, 7.431, -1.641)
H (-0.379, 6.777, -3.304)
Cl (2.646, -1.720, 5.992)
C (1.836, -0.094, 5.768)
C (0.574, -0.380, 5.092)
Cl (-0.491, 1.128, 5.421)
H (2.482, 0.585, 5.209)
H (1.691, 0.156, 6.847)
H (0.101, -1.256, 5.627)
H (0.677, -0.535, 4.022)
Cl (4.639, 3.801, -3.376)
C (5.296, 3.655, -1.604)
C (4.108, 3.839, -0.725)
Cl (2.887, 2.516, -0.839)
H (5.989, 4.503, -1.476)
H (5.761, 2.679, -1.464)
H (3.610, 4.777, -0.892)
H (4.452, 3.829, 0.285)
Cl (0.066, -0.978, -0.869)
C (-0.699, 0.635, -0.816)
C (-0.668, 1.200, 0.559)
Cl (-1.575, 0.008, 1.684)
H (-1.764, 0.683, -1.170)
H (-0.161, 1.207, -1.515)
H (-1.222, 2.127, 0.547)
H (0.298, 1.258, 0.998)
C (-2.076, -5.030, 1.804)
O (-2.856, -4.292, 2.381)
N (-1.759, -4.924, 0.539)
C (-1.031, -6.069, -0.088)
C (-2.520, -4.013, -0.300)
H (-1.546, -5.830, 2.359)
H (-0.811, -6.810, 0.659)
H (0.035, -5.837, -0.368)
H (-1.605, -6.573, -0.877)
H (-3.355, -4.468, -0.858)
H (-2.967, -3.209, 0.340)
H (-1.954, -3.465, -1.032)
C (-2.377, 4.892, 4.551)
O (-1.739, 5.886, 4.175)
N (-3.724, 4.729, 4.460)
C (-4.255, 3.492, 5.072)
C (-4.650, 5.745, 3.970)
H (-1.802, 4.066, 5.101)
H (-4.591, 3.647, 6.089)
H (-3.488, 2.653, 5.157)
H (-5.048, 3.032, 4.482)
H (-4.091, 6.521, 3.512)
H (-5.417, 5.352, 3.324)
H (-5.056, 6.153, 4.878)
C (-4.620, -1.539, 2.096)
O (-5.036, -1.211, 0.969)
N (-5.250, -1.225, 3.274)
C (-6.456, -0.465, 3.197)
C (-4.712, -1.631, 4.593)
H (-3.678, -2.035, 2.210)
H (-6.495, 0.416, 3.894)
H (-7.268, -1.103, 3.572)
H (-6.632, -0.170, 2.176)
H (-5.311, -2.388, 4.992)
H (-3.742, -2.078, 4.322)
H (-4.602, -0.736, 5.231)
C (3.156, -4.252, 1.994)
O (3.942, -4.968, 2.630)
N (1.831, -3.949, 2.205)
C (1.142, -2.998, 1.366)
C (1.189, -4.403, 3.479)
H (3.461, -3.808, 1.010)
H (1.234, -1.941, 1.668)
H (0.046, -3.358, 1.275)
H (1.567, -3.152, 0.278)
H (1.908, -5.055, 3.921)
H (0.728, -3.540, 3.966)
H (0.405, -5.146, 3.312)
C (3.361, -1.218, -3.516)
O (3.469, -0.532, -4.535)
N (4.283, -1.308, -2.521)
C (4.069, -1.935, -1.308)
C (5.473, -0.497, -2.690)
H (2.528, -1.893, -3.277)
H (5.007, -2.444, -0.944)
H (3.321, -2.772, -1.407)
H (3.717, -1.224, -0.578)
H (6.332, -1.249, -2.704)
H (5.364, -0.017, -3.687)
H (5.573, 0.120, -1.836)
C (5.293, 0.976, 1.197)
O (6.232, 1.413, 0.555)
N (5.269, -0.171, 1.900)
C (4.086, -0.626, 2.674)
C (6.498, -0.949, 2.030)
H (4.336, 1.499, 1.266)
H (4.384, -0.740, 3.713)
H (3.692, -1.622, 2.379)
H (3.215, 0.034, 2.636)
H (6.424, -1.828, 1.418)
H (7.354, -0.368, 1.639)
H (6.884, -1.205, 3.007)
C (1.434, 2.865, 3.092)
O (2.030, 1.790, 2.960)
N (2.001, 4.049, 3.353)
C (1.329, 5.294, 3.408)
C (3.454, 4.163, 3.429)
H (0.302, 2.865, 2.998)
H (1.384, 5.668, 4.472)
H (0.260, 5.222, 3.206)
H (1.702, 6.059, 2.757)
H (3.876, 3.197, 3.228)
H (3.723, 4.897, 2.694)
H (3.694, 4.441, 4.497)